A) Here is a 4-piece molecular cluster, C6H20NO4 overall from the Open Molecules 2025 dataset. Energies are from ωB97M-V/def2-TZVPD.

Calculated values
E_LUMO = 3.3 eV
HOMO level = -3.56 eV

```
! RIJCOSX wB97M-V def2-TZVPD def2/J DEFGRID3
* xyz -1 1
C -0.9743 -0.6738 0.2757
N -0.1787 0.2864 -0.5802
C -0.3101 1.6955 -0.5295
C 1.0542 2.3570 -0.1778
C 1.5983 1.9377 1.2366
O 2.2691 0.8336 1.0373
C -1.2379 -2.0668 -0.3594
C -2.2965 -2.8261 0.4167
H -0.4272 -0.9161 1.3299
H -1.8607 -0.1536 0.7172
H 0.8418 0.1067 -0.6362
H -0.4191 2.2317 -1.5160
H -1.1437 2.0973 -0.0049
H 1.7412 2.2701 -0.9058
H 0.9463 3.4448 -0.1346
H 2.2585 2.8649 1.6280
H 0.7977 1.8875 2.0906
H -1.5010 -1.8845 -1.4317
H -0.2079 -2.5852 -0.3224
H -2.6222 -3.6834 0.0510
H -3.0894 -2.1898 0.6880
H -1.6157 -3.0500 1.3297
H 1.6986 -1.2379 1.0181
H 2.1886 -0.6306 2.3268
O 1.7026 -1.4333 1.9971
H 3.4373 0.0738 -0.2247
H 3.0705 0.9841 -1.3073
O 3.5125 0.1716 -1.2424
H -3.1598 0.5498 -1.5653
H -2.6130 -0.3919 -2.7803
O -3.4601 -0.0692 -2.4242
*
```

***

B) Here is a 4-piece molecular cluster, C6H20NO4 overall from the Open Molecules 2025 dataset. Energies are from ωB97M-V/def2-TZVPD.

Calculated values
E_LUMO = 3.4 eV
HOMO level = -3.94 eV

```
! RIJCOSX wB97M-V def2-TZVPD def2/J DEFGRID3
* xyz -1 1
C 1.5907 -2.6935 -0.5734
N 1.2062 -1.9511 0.6423
C 0.4363 -0.6605 0.5004
C -0.3605 -0.4592 1.7773
C 0.5513 -0.3118 3.0028
C 1.1260 1.1363 3.0947
C -0.7204 -0.6575 -0.6148
O -0.7603 0.5157 -1.3375
H 1.5778 -3.7619 -0.3366
H 1.0275 -2.4633 -1.4653
H 2.6445 -2.4339 -0.7256
H 0.6187 -2.5467 1.2194
H 1.2716 0.0331 0.4814
H -1.0629 -1.2670 2.0896
H -1.0969 0.3488 1.7003
H 0.1807 -0.6911 3.9655
H 1.5064 -0.8207 2.8839
H 2.0034 1.1289 3.7775
H 0.3543 1.8100 3.4651
H 1.5960 1.5070 2.2081
H -1.7035 -0.7859 -0.1625
H -0.4184 -1.4852 -1.2981
H 0.6140 1.8532 -1.5857
H 1.8861 1.6842 -0.5432
O 1.4172 2.2446 -1.1566
H -2.1130 0.0317 -2.5204
H -2.3744 -1.5332 -2.3943
O -2.5165 -0.7646 -2.9561
H -0.7526 2.8412 -1.3479
H -2.0213 2.1611 -1.6236
O -1.6681 3.0695 -1.5730
*
```

***

It is B) that is most stable; the runner-up trails by 34.1 kcal/mol.

***

A) Here is a 2-piece molecular cluster, CHNOS overall from the Open Molecules 2025 dataset. Energies are from ωB97M-V/def2-TZVPD.

Calculated values
E_LUMO (alpha / beta) = -2.0 / -2.0 eV
HOMO level (alpha / beta) = -9.82 / -9.84 eV
SMILES = C#N.O=S

```
! RIJCOSX wB97M-V def2-TZVPD def2/J DEFGRID3
* xyz 0 1
C -0.7598 0.6424 -0.9338
N -0.6647 0.1738 -1.9975
H -0.4480 0.9733 0.0452
O 0.8288 -0.2183 1.1725
S 1.0437 -1.5711 1.7137
*
```

***

B) Here is a 2-piece molecular cluster, CHNOS overall from the Open Molecules 2025 dataset. Energies are from ωB97M-V/def2-TZVPD.

Calculated values
E_LUMO (alpha / beta) = -1.2 / -1.3 eV
HOMO level (alpha / beta) = -8.76 / -8.87 eV
SMILES = C#N.O=S

```
! RIJCOSX wB97M-V def2-TZVPD def2/J DEFGRID3
* xyz 0 1
C 1.0436 -0.3961 0.0242
N 0.5665 -1.3447 -0.3938
H 1.3944 0.5298 0.4237
O -1.7270 0.9894 -0.6139
S -1.2774 0.2217 0.5598
*
```

***

C) Here is a 2-piece molecular cluster, CHNOS overall from the Open Molecules 2025 dataset. Energies are from ωB97M-V/def2-TZVPD.

Calculated values
E_LUMO (alpha / beta) = -1.3 / -2.1 eV
HOMO level (alpha / beta) = -9.74 / -9.84 eV

```
! RIJCOSX wB97M-V def2-TZVPD def2/J DEFGRID3
* xyz 0 1
C -0.2221 0.5508 0.1087
N -0.8682 -0.2339 0.8044
O 0.9905 -1.6991 -0.6086
S -0.2371 -0.9675 -0.8082
H 0.3370 2.3497 0.5036
*
```

***

It is A) that is most stable; the runner-up trails by 9.9 kcal/mol.

***

A) Here is a 2-piece molecular cluster, C3H9O overall from the Open Molecules 2025 dataset. Energies are from ωB97M-V/def2-TZVPD.

Calculated values
E_LUMO = 3.8 eV
HOMO level = -2.22 eV

```
! RIJCOSX wB97M-V def2-TZVPD def2/J DEFGRID3
* xyz -1 1
O -2.8331 0.7742 1.0703
H -2.8908 1.0713 0.1833
C 2.1907 -0.4539 -0.8497
C 0.8922 0.2003 -0.4844
C -0.1657 -0.5905 0.3130
H 3.0150 -0.5023 -0.0690
H 2.7532 0.2611 -1.5717
H 2.0836 -1.4069 -1.3574
H 0.4401 0.4893 -1.3869
H 1.0900 1.1318 0.1313
H -0.6505 -1.2907 -0.3703
H 0.3570 -0.8605 1.2957
H -1.0361 -0.0220 0.7093
*
```

***

B) Here is a 2-piece molecular cluster, C3H9O overall from the Open Molecules 2025 dataset. Energies are from ωB97M-V/def2-TZVPD.

Calculated values
E_LUMO = 3.6 eV
HOMO level = -1.93 eV

```
! RIJCOSX wB97M-V def2-TZVPD def2/J DEFGRID3
* xyz -1 1
C -2.6284 1.2173 -0.9764
H -2.9632 0.6265 -0.1309
H -1.9267 1.9872 -0.6558
H -2.1059 0.5518 -1.6549
H -3.4775 1.7163 -1.4327
C 1.3119 -1.3840 0.2921
O 2.1090 -1.9595 -0.6088
C 1.9577 -0.1297 0.9321
H 0.2998 -1.0659 -0.1027
H 1.0276 -2.0761 1.1315
H 2.7531 -0.4409 1.6235
H 2.3905 0.4339 0.1095
H 1.2522 0.5231 1.4737
*
```

***

C) Here is a 2-piece molecular cluster, C3H9O overall from the Open Molecules 2025 dataset. Energies are from ωB97M-V/def2-TZVPD.

Calculated values
E_LUMO = 4.6 eV
HOMO level = -2.20 eV

```
! RIJCOSX wB97M-V def2-TZVPD def2/J DEFGRID3
* xyz -1 1
C 2.3670 -0.5226 1.6555
H 1.6037 -0.6438 0.8575
H 1.8640 -0.1753 2.5531
H 2.6215 -1.5937 1.7288
H 3.1539 0.1371 1.3230
C -0.7215 0.6170 -1.1486
O 0.1262 -0.2406 -0.5799
C -2.2343 0.1441 -0.8477
H -0.6397 1.6984 -0.8162
H -0.6102 0.5906 -2.2712
H -2.1015 -0.9329 -0.9868
H -2.4532 0.5192 0.1498
H -2.9759 0.4025 -1.6173
*
```

***

It is B) that is most stable; the runner-up trails by 4.9 kcal/mol.

***

A) Here is one molecule with the formula ClH2O2PS from the Open Molecules 2025 dataset. Energies are from ωB97M-V/def2-TZVPD.

Calculated values
E_LUMO = 0.3 eV
HOMO level = -9.24 eV
SMILES = OP(O)(=S)Cl

```
! RIJCOSX wB97M-V def2-TZVPD def2/J DEFGRID3
* xyz 0 1
O -0.3066 -0.7368 1.2728
P 0.2481 0.0863 0.0413
O -0.3771 -0.6946 -1.2000
S -0.2694 2.1499 0.0144
Cl 2.1456 -0.4894 0.0297
H -0.9421 -0.2260 1.7777
H -0.4983 -0.0893 -1.9359
*
```

***

B) Here is a 2-piece molecular cluster, ClH2O2PS overall from the Open Molecules 2025 dataset. Energies are from ωB97M-V/def2-TZVPD.

Calculated values
E_LUMO = -0.6 eV
HOMO level = -10.54 eV
SMILES = O=P(=S)Cl.O

```
! RIJCOSX wB97M-V def2-TZVPD def2/J DEFGRID3
* xyz 0 1
O 1.9528 -0.6473 1.5637
P 1.8566 -0.6638 0.1125
S 1.9882 -2.0687 -1.1169
Cl 1.6275 1.2147 -0.5014
O -2.2742 0.9622 0.0969
H -2.0660 0.0672 0.3511
H -3.0847 1.1356 -0.5059
*
```

***

It is A) that is most stable; the runner-up trails by 35.3 kcal/mol.

***

A) Here is a 2-piece molecular cluster, CH5FN2 overall from the Open Molecules 2025 dataset. Energies are from ωB97M-V/def2-TZVPD.

Calculated values
E_LUMO (alpha / beta) = -0.8 / -0.9 eV
HOMO level (alpha / beta) = -10.35 / -10.15 eV

```
! RIJCOSX wB97M-V def2-TZVPD def2/J DEFGRID3
* xyz 0 1
C 0.2279 -0.0473 0.4782
N -0.2335 -1.3154 0.1952
N -0.4844 1.1682 0.0561
F 1.5410 0.2204 0.0583
H 0.3536 -0.0541 1.5676
H -0.7131 -0.7162 -1.5038
H 0.5280 -1.9928 0.0799
H 0.0740 1.7593 -0.4728
H -1.2933 0.9778 -0.4588
*
```

***

B) Here is a 2-piece molecular cluster, CH5FN2 overall from the Open Molecules 2025 dataset. Energies are from ωB97M-V/def2-TZVPD.

Calculated values
E_LUMO = 0.4 eV
HOMO level = -9.48 eV

```
! RIJCOSX wB97M-V def2-TZVPD def2/J DEFGRID3
* xyz 0 1
C 0.7695 0.5630 -0.7357
N 0.2118 0.2697 0.5649
N -1.2962 -0.9533 0.4609
F -2.3515 -0.1496 0.7639
H 1.5108 1.3408 -0.7374
H 1.2948 -0.3033 -1.3563
H 0.0402 0.9535 -1.4243
H 0.8894 -0.2400 1.0863
H -1.0688 -1.4808 1.3777
*
```

***

C) Here is a 2-piece molecular cluster, CH5FN2 overall from the Open Molecules 2025 dataset. Energies are from ωB97M-V/def2-TZVPD.

Calculated values
E_LUMO (alpha / beta) = 0.4 / 0.4 eV
HOMO level (alpha / beta) = -8.47 / -8.47 eV

```
! RIJCOSX wB97M-V def2-TZVPD def2/J DEFGRID3
* xyz 0 1
C 0.7605 0.2857 -0.2037
N -0.9249 -0.5206 0.8180
N -1.9943 -0.0851 0.2567
F -2.4503 -0.4847 -1.1399
H 1.5623 -0.5212 -0.0703
H 0.2535 0.2385 -1.2254
H 0.8710 1.0946 0.3290
H -0.7503 -1.4777 0.6871
H -1.9225 0.9218 0.2019
*
```

***

It is A) that is most stable; the runner-up trails by 24.3 kcal/mol.

***

A) Here is a 3-piece molecular cluster, C4H9FO overall from the Open Molecules 2025 dataset. Energies are from ωB97M-V/def2-TZVPD.

Calculated values
E_LUMO (alpha / beta) = -0.8 / -1.0 eV
HOMO level (alpha / beta) = -11.02 / -9.25 eV

```
! RIJCOSX wB97M-V def2-TZVPD def2/J DEFGRID3
* xyz 0 1
C -1.7503 0.7717 0.5385
C -0.5795 -1.4384 0.0906
C 2.5542 1.4654 -0.4385
C -0.7347 -0.0026 -0.4204
O 3.4194 1.0390 0.1795
F 3.7623 -0.7447 0.0940
H -2.0624 0.0382 1.2125
H -2.5692 1.2327 -0.0329
H -1.1513 1.5000 1.0649
H 0.2255 -2.0347 -0.3624
H -1.4788 -2.0978 -0.1616
H -0.4620 -1.5216 1.1335
H -1.1766 -0.0182 -1.3854
H 1.7612 1.3102 -1.1204
H 0.2423 0.5008 -0.3919
*
```

***

B) Here is one molecule with the formula C4H9FO from the Open Molecules 2025 dataset. Energies are from ωB97M-V/def2-TZVPD.

Calculated values
E_LUMO = 1.1 eV
HOMO level = -10.57 eV
SMILES = CC[C@@H](O)CF

```
! RIJCOSX wB97M-V def2-TZVPD def2/J DEFGRID3
* xyz 0 1
C -0.0518 0.1938 1.9271
C -0.5964 -0.4701 0.7167
C 0.2315 -0.3489 -0.5831
O -0.4011 -1.3602 -1.4874
C 0.2734 1.0066 -1.3060
F 0.6178 0.7890 -2.6825
H 0.1007 1.2318 1.6991
H 0.8728 -0.3065 2.2053
H -0.6418 0.0355 2.7948
H -1.6206 -0.1332 0.4566
H -0.7132 -1.5222 0.9153
H 1.2607 -0.7106 -0.2897
H 0.1548 -1.4289 -2.2454
H 1.1484 1.5361 -0.9517
H -0.6354 1.4876 -1.1690
*
```

***

It is B) that is most stable; the runner-up trails by 108.7 kcal/mol.